a.
Density functional theory data (wB97M-V/def2-TZVPD) for a single C5H8N2 molecule.

SMILES   C[C@H]1CN1CC#N
Total charge   0
E_LUMO   0.99 eV
Frontier orbital gap   10.85 eV
Highest occupied orbital energy   -9.9 eV

CARTESIAN COORDINATES (ANGSTROEM)
C  -1.82  -0.98  0.49
C  -0.59  -0.39  -0.15
C  -0.52  1.08  -0.32
N  0.29  0.41  0.69
C  1.72  0.39  0.45
C  2.13  -0.06  -0.91
N  2.40  -0.45  -1.96
H  -2.22  -0.25  1.20
H  -1.63  -1.92  1.01
H  -2.59  -1.16  -0.28
H  -0.10  -0.98  -0.92
H  -0.05  1.48  -1.22
H  -1.29  1.70  0.14
H  2.10  1.40  0.60
H  2.18  -0.27  1.18

Per-atom natural (NBO) charges, elementary charge units: atom 1 (C): -0.61, atom 2 (C): -0.08, atom 3 (C): -0.27, atom 4 (N): -0.39, atom 5 (C): -0.32, atom 6 (C): 0.25, atom 7 (N): -0.32, atom 8 (H): 0.21, atom 9 (H): 0.21, atom 10 (H): 0.22, atom 11 (H): 0.21, atom 12 (H): 0.20, atom 13 (H): 0.20, atom 14 (H): 0.24, atom 15 (H): 0.24



b.
Density functional theory data (wB97M-V/def2-TZVPD) for a single C5H8N2 molecule.

SMILES   C[C@H]1CN=C=CN1
Total charge   0
E_LUMO   0.38 eV
Frontier orbital gap   8.96 eV
Highest occupied orbital energy   -8.6 eV

CARTESIAN COORDINATES (ANGSTROEM)
C  -1.36  -0.65  0.54
C  -0.51  0.16  -0.44
C  0.14  1.41  0.32
N  1.61  1.35  0.20
C  1.95  0.16  0.21
C  1.57  -1.02  -0.24
N  0.45  -0.74  -1.10
H  -1.78  -1.53  0.06
H  -0.73  -0.99  1.38
H  -2.17  -0.04  0.96
H  -1.16  0.55  -1.23
H  -0.19  1.40  1.36
H  -0.17  2.36  -0.13
H  1.84  -2.02  0.07
H  0.72  -0.38  -2.01

Per-atom natural (NBO) charges, elementary charge units: atom 1 (C): -0.62, atom 2 (C): -0.07, atom 3 (C): -0.26, atom 4 (N): -0.42, atom 5 (C): 0.36, atom 6 (C): -0.27, atom 7 (N): -0.58, atom 8 (H): 0.22, atom 9 (H): 0.21, atom 10 (H): 0.21, atom 11 (H): 0.21, atom 12 (H): 0.21, atom 13 (H): 0.21, atom 14 (H): 0.22, atom 15 (H): 0.37



c.
Density functional theory data (wB97M-V/def2-TZVPD) for a single C5H8N2 molecule.

SMILES   N#C[C@H](N)C1CC1
Total charge   0
E_LUMO   0.92 eV
Frontier orbital gap   11.25 eV
Highest occupied orbital energy   -10.3 eV

CARTESIAN COORDINATES (ANGSTROEM)
N  1.59  2.67  0.42
C  1.26  1.56  0.42
C  0.82  0.14  0.37
N  1.91  -0.79  0.03
C  -0.40  0.09  -0.53
C  -1.81  0.26  0.02
C  -1.31  -1.09  -0.34
H  0.50  -0.14  1.37
H  2.66  -0.70  0.71
H  2.31  -0.58  -0.88
H  -0.47  0.81  -1.33
H  -1.93  0.61  1.03
H  -2.50  0.70  -0.71
H  -1.75  -1.66  -1.16
H  -1.04  -1.69  0.52

Per-atom natural (NBO) charges, elementary charge units: atom 1 (N): -0.33, atom 2 (C): 0.26, atom 3 (C): -0.15, atom 4 (N): -0.80, atom 5 (C): -0.26, atom 6 (C): -0.40, atom 7 (C): -0.40, atom 8 (H): 0.23, atom 9 (H): 0.37, atom 10 (H): 0.36, atom 11 (H): 0.25, atom 12 (H): 0.21, atom 13 (H): 0.21, atom 14 (H): 0.23, atom 15 (H): 0.22



Least stable: b



a.
Density functional theory data (wB97M-V/def2-TZVPD) for a single C5H8N2 molecule.

SMILES   Cc1cn(C)cn1
Total charge   0
E_LUMO   0.89 eV
Frontier orbital gap   9.38 eV
Highest occupied orbital energy   -8.5 eV

CARTESIAN COORDINATES (ANGSTROEM)
C  -1.82  -0.28  -1.88
C  -0.79  -0.35  -0.79
C  0.23  0.52  -0.51
N  0.80  0.07  0.67
C  1.74  0.75  1.55
C  0.11  -1.04  1.02
N  -0.85  -1.34  0.17
H  -1.94  -1.24  -2.38
H  -2.79  -0.01  -1.45
H  -1.56  0.48  -2.62
H  0.60  1.37  -1.07
H  1.32  1.69  1.91
H  1.91  0.10  2.41
H  2.70  0.94  1.07
H  0.35  -1.59  1.92

Per-atom natural (NBO) charges, elementary charge units: atom 1 (C): -0.63, atom 2 (C): 0.10, atom 3 (C): -0.13, atom 4 (N): -0.35, atom 5 (C): -0.40, atom 6 (C): 0.18, atom 7 (N): -0.47, atom 8 (H): 0.22, atom 9 (H): 0.22, atom 10 (H): 0.21, atom 11 (H): 0.21, atom 12 (H): 0.21, atom 13 (H): 0.21, atom 14 (H): 0.21, atom 15 (H): 0.19



b.
Density functional theory data (wB97M-V/def2-TZVPD) for a single C5H8N2 molecule.

SMILES   Cn1cccc1N
Total charge   0
E_LUMO   1.15 eV
Frontier orbital gap   8.51 eV
Highest occupied orbital energy   -7.4 eV

CARTESIAN COORDINATES (ANGSTROEM)
C  0.19  1.46  -1.14
N  0.68  0.43  -0.02
C  -0.16  1.04  0.93
C  -1.11  0.18  1.36
C  -0.76  -1.11  0.84
C  0.31  -0.94  0.00
N  0.97  -1.92  -0.77
H  -0.07  0.87  -2.00
H  -0.68  2.15  -0.97
H  1.05  2.11  -1.28
H  0.06  2.06  1.16
H  -1.95  0.42  1.99
H  -1.21  -2.05  1.14
H  1.98  -1.84  -0.76
H  0.71  -2.86  -0.47

Per-atom natural (NBO) charges, elementary charge units: atom 1 (C): -0.41, atom 2 (N): -0.42, atom 3 (C): -0.04, atom 4 (C): -0.30, atom 5 (C): -0.34, atom 6 (C): 0.30, atom 7 (N): -0.82, atom 8 (H): 0.22, atom 9 (H): 0.21, atom 10 (H): 0.21, atom 11 (H): 0.21, atom 12 (H): 0.22, atom 13 (H): 0.22, atom 14 (H): 0.38, atom 15 (H): 0.38



c.
Density functional theory data (wB97M-V/def2-TZVPD) for a single C5H8N2 molecule.

SMILES   Cn1cccc1N
Total charge   0
E_LUMO   1.02 eV
Frontier orbital gap   8.85 eV
Highest occupied orbital energy   -7.8 eV

CARTESIAN COORDINATES (ANGSTROEM)
C  0.03  0.71  1.77
N  -0.36  0.22  0.47
C  -1.12  0.87  -0.46
C  -1.10  0.15  -1.64
C  -0.22  -0.93  -1.47
C  0.25  -0.80  -0.17
N  1.59  -0.90  0.27
H  0.86  0.18  2.23
H  0.35  1.75  1.72
H  -0.79  0.66  2.47
H  -1.69  1.71  -0.15
H  -1.65  0.39  -2.53
H  0.11  -1.64  -2.22
H  1.78  -1.88  0.34
H  1.96  -0.49  -0.62

Per-atom natural (NBO) charges, elementary charge units: atom 1 (C): -0.41, atom 2 (N): -0.33, atom 3 (C): -0.08, atom 4 (C): -0.29, atom 5 (C): -0.34, atom 6 (C): 0.25, atom 7 (N): -0.84, atom 8 (H): 0.24, atom 9 (H): 0.20, atom 10 (H): 0.20, atom 11 (H): 0.20, atom 12 (H): 0.22, atom 13 (H): 0.22, atom 14 (H): 0.37, atom 15 (H): 0.38



Least stable: b



a.
Density functional theory data (wB97M-V/def2-TZVPD) for 2 unconnected molecules or ions with the total composition C6H16O2.

SMILES   CCCCCCO.O
Total charge   0
E_LUMO   0.87 eV
Frontier orbital gap   11.19 eV
Highest occupied orbital energy   -10.3 eV

CARTESIAN COORDINATES (ANGSTROEM)
C  0.04  1.75  -1.58
C  0.09  0.24  -1.89
C  -0.77  -0.61  -0.92
C  0.05  -1.84  -0.42
C  -0.12  -2.18  1.05
C  0.41  -1.11  1.98
O  0.08  -1.33  3.35
H  0.62  2.04  -0.72
H  0.43  2.18  -2.49
H  -0.99  2.10  -1.55
H  1.10  -0.10  -1.89
H  -0.32  0.10  -2.87
H  -1.09  -0.06  -0.03
H  -1.70  -0.93  -1.38
H  -0.33  -2.64  -1.06
H  1.13  -1.77  -0.58
H  -1.18  -2.33  1.31
H  0.28  -3.17  1.28
H  -0.08  -0.19  1.71
H  1.49  -0.97  1.87
H  -0.22  -2.25  3.42
O  0.71  4.54  0.44
H  0.37  3.82  -0.10
H  0.00  4.68  1.07

Per-atom natural (NBO) charges, elementary charge units: atom 1 (C): -0.61, atom 2 (C): -0.39, atom 3 (C): -0.40, atom 4 (C): -0.39, atom 5 (C): -0.43, atom 6 (C): -0.06, atom 7 (O): -0.71, atom 8 (H): 0.20, atom 9 (H): 0.21, atom 10 (H): 0.20, atom 11 (H): 0.20, atom 12 (H): 0.20, atom 13 (H): 0.19, atom 14 (H): 0.20, atom 15 (H): 0.21, atom 16 (H): 0.20, atom 17 (H): 0.20, atom 18 (H): 0.20, atom 19 (H): 0.16, atom 20 (H): 0.16, atom 21 (H): 0.46, atom 22 (O): -0.93, atom 23 (H): 0.47, atom 24 (H): 0.47



b.
Density functional theory data (wB97M-V/def2-TZVPD) for 2 unconnected molecules or ions with the total composition C6H16O2.

SMILES   CC(C)O.CC(C)O
Total charge   0
E_LUMO   0.78 eV
Frontier orbital gap   10.76 eV
Highest occupied orbital energy   -10.0 eV

CARTESIAN COORDINATES (ANGSTROEM)
C  -3.02  -0.77  2.36
C  -2.58  0.67  2.81
C  -2.86  1.77  1.74
O  -1.16  0.64  3.10
H  -4.11  -0.72  2.17
H  -2.84  -1.46  3.20
H  -2.53  -1.17  1.46
H  -3.15  0.97  3.71
H  -2.60  2.79  2.05
H  -3.93  1.76  1.45
H  -2.25  1.49  0.87
H  -0.50  0.43  2.41
C  3.40  -1.57  -2.44
C  2.23  -0.72  -1.87
C  1.97  0.44  -2.84
O  2.49  -0.15  -0.58
H  4.40  -1.12  -2.37
H  3.14  -1.69  -3.51
H  3.43  -2.57  -1.97
H  1.34  -1.37  -1.91
H  1.32  1.16  -2.33
H  1.48  0.11  -3.77
H  2.92  0.95  -3.11
H  3.42  0.15  -0.62

Per-atom natural (NBO) charges, elementary charge units: atom 1 (C): -0.63, atom 2 (C): 0.12, atom 3 (C): -0.63, atom 4 (O): -0.77, atom 5 (H): 0.20, atom 6 (H): 0.22, atom 7 (H): 0.21, atom 8 (H): 0.18, atom 9 (H): 0.22, atom 10 (H): 0.21, atom 11 (H): 0.20, atom 12 (H): 0.48, atom 13 (C): -0.64, atom 14 (C): 0.09, atom 15 (C): -0.63, atom 16 (O): -0.71, atom 17 (H): 0.20, atom 18 (H): 0.21, atom 19 (H): 0.22, atom 20 (H): 0.17, atom 21 (H): 0.22, atom 22 (H): 0.21, atom 23 (H): 0.20, atom 24 (H): 0.46



c.
Density functional theory data (wB97M-V/def2-TZVPD) for 3 unconnected molecules or ions with the total composition C6H16O2.

SMILES   C=CCCCC.O.O
Total charge   0
E_LUMO   0.67 eV
Frontier orbital gap   10.48 eV
Highest occupied orbital energy   -9.8 eV

CARTESIAN COORDINATES (ANGSTROEM)
C  1.06  -2.94  -0.55
C  0.10  -2.04  -0.73
C  0.34  -0.82  -1.57
C  0.07  0.54  -0.90
C  -1.25  0.65  -0.17
C  -2.49  0.17  -0.90
H  2.03  -2.77  -1.01
H  0.88  -3.78  0.11
H  -0.88  -2.28  -0.35
H  1.33  -0.87  -2.01
H  -0.26  -0.86  -2.51
H  0.90  0.67  -0.21
H  0.26  1.29  -1.67
H  -1.38  1.69  0.14
H  -1.20  0.13  0.79
H  -3.38  0.48  -0.35
H  -2.49  -0.91  -1.01
H  -2.58  0.54  -1.92
O  2.73  1.53  1.33
H  2.52  1.19  2.22
H  2.11  0.92  0.89
O  0.58  2.34  3.80
H  -0.25  2.37  3.33
H  1.27  2.75  3.28

Per-atom natural (NBO) charges, elementary charge units: atom 1 (C): -0.39, atom 2 (C): -0.19, atom 3 (C): -0.45, atom 4 (C): -0.37, atom 5 (C): -0.41, atom 6 (C): -0.61, atom 7 (H): 0.19, atom 8 (H): 0.20, atom 9 (H): 0.20, atom 10 (H): 0.21, atom 11 (H): 0.21, atom 12 (H): 0.17, atom 13 (H): 0.21, atom 14 (H): 0.20, atom 15 (H): 0.20, atom 16 (H): 0.21, atom 17 (H): 0.20, atom 18 (H): 0.20, atom 19 (O): -0.93, atom 20 (H): 0.47, atom 21 (H): 0.46, atom 22 (O): -0.95, atom 23 (H): 0.48, atom 24 (H): 0.48



d.
Density functional theory data (wB97M-V/def2-TZVPD) for 3 unconnected molecules or ions with the total composition C6H16O2.

Total charge   0
E_LUMO (alpha / beta)   0.63 / 0.63 eV
Frontier orbital gap (alpha / beta)   8.16 / 8.16 eV
Highest occupied orbital energy (alpha / beta)   -7.5 / -7.5 eV

CARTESIAN COORDINATES (ANGSTROEM)
C  0.96  -0.15  0.96
C  -1.33  2.05  0.21
C  1.96  0.95  1.28
O  -0.25  1.21  0.03
H  1.54  -1.06  1.21
H  0.28  -0.31  1.80
H  -2.25  1.49  0.51
H  -1.15  2.85  0.94
H  -1.59  2.57  -0.72
H  2.70  1.08  0.48
H  1.42  1.89  1.40
H  2.45  0.74  2.23
C  -1.06  -1.19  -0.94
C  1.35  -0.66  -1.76
C  -1.82  -1.55  0.29
O  0.64  -1.21  -0.64
H  -1.31  -0.21  -1.33
H  -1.04  -1.99  -1.67
H  1.13  0.41  -1.83
H  2.42  -0.83  -1.61
H  1.02  -1.15  -2.68
H  -1.80  -0.74  1.02
H  -2.87  -1.75  0.03
H  -1.41  -2.44  0.77

Per-atom natural (NBO) charges, elementary charge units: atom 1 (C): 0.06, atom 2 (C): -0.22, atom 3 (C): -0.65, atom 4 (O): -0.87, atom 5 (H): 0.15, atom 6 (H): 0.19, atom 7 (H): 0.12, atom 8 (H): 0.14, atom 9 (H): 0.15, atom 10 (H): 0.21, atom 11 (H): 0.23, atom 12 (H): 0.22, atom 13 (C): 0.00, atom 14 (C): -0.27, atom 15 (C): -0.67, atom 16 (O): -0.51, atom 17 (H): 0.24, atom 18 (H): 0.18, atom 19 (H): 0.22, atom 20 (H): 0.19, atom 21 (H): 0.18, atom 22 (H): 0.24, atom 23 (H): 0.24, atom 24 (H): 0.22



Least stable: d